{
  "formula": "C40H80O14S4",
  "method": "the ωB97M-V functional and the def2-TZVPD basis",
  "orbital_gap_ha": 0.3653,
  "lumo_ev": 0.3746,
  "largest_force_ev_per_a": 2.95,
  "energy_ha": -4218.03571,
  "relative_energy_kj_mol": 0.0,
  "smiles": "O=S1(=O)CCCC1.O=S1(=O)CCCC1.O=S1(=O)CCCC1.O=S1(=O)CCCC1.C1CCOC1.C1CCOC1.C1CCOC1.C1CCOC1.C1CCOC1.C1CCOC1",
  "total_charge": 0,
  "symbols": ["O", "S", "O", "C", "C", "C", "C", "H", "H", "H", "H", "H", "H", "H", "H", "O", "S", "O", "C", "C", "C", "C", "H", "H", "H", "H", "H", "H", "H", "H", "O", "S", "O", "C", "C", "C", "C", "H", "H", "H", "H", "H", "H", "H", "H", "O", "S", "O", "C", "C", "C", "C", "H", "H", "H", "H", "H", "H", "H", "H", "C", "C", "C", "O", "C", "H", "H", "H", "H", "H", "H", "H", "H", "C", "C", "C", "O", "C", "H", "H", "H", "H", "H", "H", "H", "H", "C", "C", "C", "O", "C", "H", "H", "H", "H", "H", "H", "H", "H", "C", "C", "C", "O", "C", "H", "H", "H", "H", "H", "H", "H", "H", "C", "C", "C", "O", "C", "H", "H", "H", "H", "H", "H", "H", "H", "C", "C", "C", "O", "C", "H", "H", "H", "H", "H", "H", "H", "H"],
  "positions_angstrom": [[-2.54719, 6.18676, 0.84932], [-2.87094, 4.97178, 0.08599], [-4.18957, 4.46380, 0.05527], [-2.21400, 5.19368, -1.53275], [-1.17749, 4.14326, -1.72600], [-0.55837, 3.94606, -0.31951], [-1.77589, 3.73116, 0.58899], [-1.84195, 6.21011, -1.48898], [-3.08582, 5.20895, -2.19157], [-1.58438, 3.18927, -2.05539], [-0.48569, 4.49881, -2.50508], [-0.01128, 4.84602, -0.04467], [0.05600, 3.05376, -0.34682], [-1.64311, 3.83773, 1.67871], [-2.19460, 2.74896, 0.35392], [-3.65840, -0.95371, 0.95166], [-4.67051, -1.92866, 0.55726], [-6.03898, -1.52502, 0.33400], [-4.09693, -2.93741, -0.84210], [-3.81373, -4.30463, -0.31359], [-4.79423, -4.55035, 0.79379], [-4.71280, -3.34163, 1.66907], [-3.23224, -2.50249, -1.34561], [-5.00218, -3.03624, -1.41388], [-4.06876, -5.04912, -1.05587], [-2.78665, -4.40204, 0.00707], [-4.49344, -5.44205, 1.33556], [-5.75709, -4.64569, 0.31010], [-3.73618, -3.36030, 2.12592], [-5.47025, -3.27411, 2.42767], [2.66752, -5.89396, -3.31779], [1.63969, -5.19490, -2.55961], [1.97775, -4.60221, -1.30377], [0.92607, -3.97757, -3.61192], [-0.35628, -4.54562, -4.15689], [-0.92264, -5.26774, -2.93614], [0.22006, -6.13495, -2.46965], [1.75379, -3.68481, -4.26678], [0.62177, -3.13668, -2.99590], [-0.97377, -3.68579, -4.38457], [-0.25513, -5.28394, -4.96484], [-1.66331, -6.00084, -3.28175], [-1.36373, -4.60650, -2.19224], [0.42923, -6.99872, -3.11102], [0.11326, -6.40694, -1.42960], [-0.90599, -2.97360, 0.56848], [-0.44593, -1.86002, -0.21172], [-0.96348, -1.80505, -1.56421], [-0.70098, -0.28877, 0.57184], [0.66465, 0.20769, 1.01204], [1.61260, -0.17300, -0.09631], [1.30948, -1.67285, -0.29344], [-1.41665, -0.38773, 1.36654], [-1.11724, 0.39131, -0.19574], [0.50214, 1.29086, 1.18309], [0.97960, -0.20326, 1.97868], [2.65093, -0.05307, 0.22716], [1.44979, 0.43233, -0.99075], [1.61205, -2.20234, 0.59879], [1.77074, -2.22604, -1.11643], [-5.35408, 1.53082, -3.16284], [-4.54104, 0.62792, -2.24928], [-3.12385, 0.93765, -2.72981], [-3.10960, 2.21810, -3.37041], [-4.42286, 2.76577, -3.25678], [-6.32418, 1.72594, -2.67139], [-5.54602, 1.02906, -4.11730], [-4.74959, -0.43858, -2.33112], [-4.75831, 0.93764, -1.24247], [-2.75994, 0.14162, -3.39358], [-2.41889, 0.88741, -1.89136], [-4.53126, 3.38185, -4.15580], [-4.52313, 3.29182, -2.32245], [3.33462, 3.18378, -0.67812], [4.50931, 2.27035, -0.94017], [5.45923, 3.08797, -1.89739], [4.53558, 3.81395, -2.67951], [3.50203, 4.24083, -1.75016], [3.37543, 3.69310, 0.29747], [2.38361, 2.69417, -0.84930], [4.20441, 1.34820, -1.43973], [5.06818, 2.02765, -0.04171], [5.96094, 2.39952, -2.57345], [6.11020, 3.69382, -1.30698], [2.57581, 4.47055, -2.31839], [3.80525, 5.23170, -1.37117], [1.23395, 1.68742, -3.51794], [1.75401, 0.35199, -3.99120], [0.44951, -0.34453, -4.38934], [-0.35505, 0.59612, -5.03988], [0.10025, 1.92352, -4.57944], [1.90931, 2.54389, -3.50227], [0.79487, 1.57579, -2.51173], [2.21743, -0.28889, -3.20711], [2.40132, 0.49254, -4.87099], [0.00235, -0.81415, -3.51262], [0.71524, -1.19092, -5.05900], [-0.75567, 2.53384, -4.21780], [0.53877, 2.44565, -5.46136], [2.72020, -3.66084, 4.09048], [4.23981, -3.34710, 3.84677], [4.22919, -2.30690, 2.72392], [2.83989, -1.88762, 2.61801], [2.03293, -3.00844, 2.90998], [2.38335, -3.24640, 5.04015], [2.52913, -4.74182, 4.15312], [4.77551, -4.23310, 3.54734], [4.67063, -2.93648, 4.77017], [4.50781, -2.82494, 1.81335], [4.90897, -1.44696, 2.91795], [2.00420, -3.69061, 2.07121], [0.99098, -2.66500, 3.05039], [-1.78766, 2.54505, 4.67782], [-1.42899, 1.44786, 3.70307], [-2.10855, 0.24669, 4.33296], [-1.99181, 0.40101, 5.72244], [-1.76041, 1.79033, 6.00701], [-2.83172, 2.83109, 4.50498], [-1.17181, 3.44242, 4.56103], [-0.36983, 1.31124, 3.60070], [-1.79255, 1.50201, 2.68041], [-1.68421, -0.68590, 3.93931], [-3.17375, 0.32712, 4.05248], [-0.71560, 1.84289, 6.38070], [-2.45456, 2.12548, 6.78678], [3.90750, 2.52024, 3.43803], [2.95516, 1.67079, 4.29116], [3.92709, 0.59736, 4.84045], [5.10969, 0.63783, 4.04975], [4.94174, 1.53047, 2.93654], [4.34298, 3.22191, 4.11161], [3.46052, 3.14457, 2.66820], [2.13337, 1.21129, 3.80858], [2.49841, 2.24284, 5.08630], [3.38747, -0.34529, 4.81444], [4.23480, 0.79585, 5.85214], [4.57218, 0.96800, 2.13005], [5.94044, 1.93619, 2.77615]],
  "atomic_forces_ev_per_a": [[-0.513, -1.294, -0.674], [1.050, 2.443, 1.275], [-1.927, -0.501, -0.038], [-1.452, 0.874, -0.431], [0.878, -0.125, -0.095], [-0.206, -0.023, -0.532], [1.077, -0.916, 0.528], [0.441, 0.109, -0.200], [0.260, -0.277, -0.210], [-0.255, 0.127, -0.141], [0.133, -0.352, 0.407], [0.273, -0.155, 0.221], [0.444, 0.051, 0.287], [0.173, -0.078, -0.504], [-0.243, 0.101, 0.130], [-0.738, -0.521, -0.214], [0.430, -0.390, 0.299], [0.268, 0.297, -0.172], [0.026, 0.593, -0.043], [0.206, -0.690, -0.198], [0.139, -0.139, 0.102], [0.496, 0.293, 0.459], [-0.382, 0.296, -0.103], [-0.203, 0.458, -0.809], [0.541, -0.152, -0.558], [0.280, -0.096, 0.114], [-0.439, -0.187, 0.127], [-0.548, -0.273, 0.342], [0.411, 0.159, 0.424], [-0.416, 0.396, 0.179], [-0.552, 0.158, 0.619], [1.990, 0.499, -1.681], [0.244, 0.284, 1.113], [0.947, 0.895, -0.362], [-0.186, 0.138, 0.286], [-0.726, -1.315, -1.141], [-0.708, -1.263, 1.207], [-0.465, 0.053, -0.250], [0.228, 0.215, 0.202], [-0.344, -0.153, -0.703], [0.085, 0.581, -0.024], [-0.384, 0.505, 0.255], [0.302, -0.004, 0.114], [-0.440, 0.075, 0.179], [-0.035, -0.530, 0.240], [0.276, -0.280, 0.731], [-0.195, 0.510, -1.295], [-0.289, 0.076, -0.468], [-0.422, 0.434, 0.028], [-0.824, 1.139, 0.622], [0.505, -0.568, 0.094], [0.702, -0.301, 0.266], [-0.365, -0.145, 0.241], [0.124, -0.473, 0.258], [0.640, -0.327, -0.173], [-0.023, -0.186, -0.262], [-0.070, -0.038, -0.176], [-0.034, -0.215, -0.027], [0.473, 0.001, 0.322], [-0.374, 0.320, -0.085], [-0.739, 0.068, 0.034], [0.297, 0.226, -0.669], [0.668, -0.887, 0.590], [-0.037, -0.725, 0.363], [-0.415, -1.166, -0.813], [0.351, 0.256, -0.468], [0.141, 0.372, -0.062], [-0.172, 0.088, -0.087], [0.346, 0.034, 0.636], [-0.133, 0.430, -0.343], [0.091, 0.427, 0.078], [-0.393, 0.107, 0.428], [-0.044, 0.714, 0.303], [0.071, 0.729, -0.103], [1.441, -0.156, -0.190], [-2.158, -1.813, 0.020], [-0.800, 0.477, 0.542], [0.039, 1.611, -1.490], [-0.193, -0.535, -0.183], [-0.168, -0.221, 0.425], [0.018, 0.065, 0.071], [-0.095, -0.303, 0.217], [0.472, 0.236, 0.116], [0.697, 0.697, 0.195], [0.531, -0.454, 0.072], [0.065, -0.356, 0.307], [-1.434, 0.327, -0.268], [0.101, -0.651, 0.329], [1.361, -1.287, -0.508], [0.201, 1.416, 0.701], [0.107, 0.145, -0.311], [0.225, -0.252, -0.067], [-0.013, 0.143, -0.299], [0.208, 0.655, -0.528], [-0.037, -0.247, 0.388], [-0.455, 0.314, 0.206], [-0.443, 0.462, -0.030], [0.425, -0.663, -0.162], [-0.297, -0.335, 0.477], [0.376, -0.622, 0.326], [-0.848, 0.400, 0.811], [-0.428, -0.045, 0.373], [0.839, 0.862, -0.288], [-0.281, 0.140, 0.298], [0.027, 0.201, -0.059], [0.058, 0.284, -0.143], [0.261, -0.260, 0.025], [0.039, -0.227, -0.305], [0.102, 0.158, -0.509], [-0.830, -0.429, -0.214], [0.116, -0.385, -0.507], [0.514, -0.072, 0.241], [-1.226, 0.187, -0.388], [-0.259, -0.599, -0.464], [-0.459, 0.326, -0.914], [0.046, 0.048, 0.343], [1.690, -0.095, 0.387], [0.119, 0.192, -0.195], [-0.003, -0.227, 0.507], [0.801, -0.113, 0.305], [-0.266, 0.633, -0.106], [-0.180, -0.059, 0.559], [0.164, -0.442, -0.019], [-0.543, 0.101, 0.293], [0.110, 0.038, -0.348], [-0.594, 0.097, -0.313], [1.216, 0.244, 0.553], [-0.680, 0.534, -0.227], [-0.024, -0.369, -0.096], [0.254, 0.334, 2.162], [0.744, 0.519, 0.533], [-0.291, -0.280, -0.269], [-0.635, -0.523, -1.095], [0.080, 0.306, 0.324], [0.418, -0.514, -0.178], [0.021, 0.103, 0.545], [-0.373, -0.646, -1.535], [-0.188, 0.140, -0.428]]
}